1.
The following is a DFT calculation (ωB97M-V/def2-TZVPD) of the ion C11H18NSi with charge +1.

Geometry (Å):
C (-2.6447, 0.6556, -1.3493)
Si (-1.9606, -0.1143, 0.2463)
C (-2.9711, 0.7145, 1.6926)
C (-1.8982, -1.9938, 0.1521)
C (-0.1545, 0.3362, 0.4478)
N (0.2911, 1.4722, -0.4110)
C (1.0387, 0.3490, -0.9032)
C (2.2779, 0.1021, -0.3311)
C (3.1294, -0.8260, -1.0637)
C (4.3943, -1.0368, -0.7492)
C (4.9732, -0.3982, 0.3141)
C (4.2004, 0.4883, 1.0700)
C (2.8794, 0.7425, 0.6985)
H (-3.4931, 0.0844, -1.6129)
H (-2.9978, 1.6249, -1.1279)
H (-1.9687, 0.6595, -2.1996)
H (-3.5252, 1.5637, 1.3311)
H (-3.6415, 0.0215, 2.2050)
H (-2.3415, 0.9102, 2.5110)
H (-2.5206, -2.4313, -0.6090)
H (-0.8274, -2.4416, -0.0070)
H (-2.3277, -2.2214, 1.1575)
H (0.3081, 0.4730, 1.4725)
H (0.9010, 2.1954, 0.0201)
H (-0.4316, 2.0131, -0.9792)
H (0.6655, -0.1958, -1.6586)
H (2.7443, -1.4988, -1.8204)
H (4.9492, -1.8660, -1.3313)
H (6.0771, -0.5290, 0.4873)
H (4.5496, 0.7934, 1.9830)
H (2.2869, 1.1953, 1.4591)

Atomic forces in eV per Å
1.629 -0.588 0.821
-1.169 -0.281 -0.241
0.199 -1.971 -1.158
1.364 -0.071 0.938
1.746 1.530 -0.931
-0.597 3.017 -0.185
-3.632 0.353 5.339
4.615 -1.903 -2.685
-3.625 0.666 -0.145
2.979 -2.559 -0.850
1.755 1.299 0.875
-0.355 -1.829 -2.321
0.577 -0.183 1.767
-0.999 -0.758 -0.405
-0.322 1.365 0.025
0.048 0.036 -0.212
-0.068 0.397 0.078
-0.434 -0.190 -0.597
1.168 1.025 0.925
-0.441 -0.067 -0.213
-1.992 0.925 0.652
0.552 -0.692 -0.684
-0.310 -0.619 -1.462
-0.283 -0.588 -0.126
1.043 -1.374 0.458
-1.213 -1.344 -2.895
-0.542 0.474 -0.264
-0.734 1.663 1.040
-1.419 0.012 0.235
0.888 1.227 1.922
-0.429 1.028 0.299

As for the net charge: +1. Its HOMO energy is -12.24 eV. Its energy relative to the best compared isomer or geometry (same formula, charge and spin) is 0.0 kJ/mol.

Population analysis type Löwdin, resulting atomic charges in e: atom 1 (C): -0.16, atom 2 (Si): 0.58, atom 3 (C): -0.14, atom 4 (C): -0.17, atom 5 (C): -0.12, atom 6 (N): 0.04, atom 7 (C): -0.06, atom 8 (C): -0.23, atom 9 (C): -0.02, atom 10 (C): -0.11, atom 11 (C): -0.05, atom 12 (C): -0.03, atom 13 (C): -0.05, atom 14 (H): 0.03, atom 15 (H): 0.02, atom 16 (H): 0.04, atom 17 (H): 0.03, atom 18 (H): 0.04, atom 19 (H): 0.00, atom 20 (H): 0.02, atom 21 (H): 0.08, atom 22 (H): 0.04, atom 23 (H): 0.13, atom 24 (H): 0.18, atom 25 (H): 0.20, atom 26 (H): 0.12, atom 27 (H): 0.12, atom 28 (H): 0.16, atom 29 (H): 0.14, atom 30 (H): 0.09, atom 31 (H): 0.10

2.
The following is a DFT calculation (ωB97M-V/def2-TZVPD) of a structure of composition C11H18O8S4Yb.

Geometry (Å):
C (-0.2556, -0.9064, -3.7658)
C (-0.0186, 0.2088, -2.6178)
C (1.3953, -0.0343, -1.8403)
O (1.5161, -1.3881, -1.3729)
C (2.7489, -1.5486, -0.6829)
O (3.7939, -0.9630, -1.0466)
C (2.8223, -2.5392, 0.5730)
S (2.2652, -1.7054, 2.1583)
C (0.6008, -0.9814, 1.6463)
O (-0.2818, -1.9450, 1.0372)
S (-1.1283, -2.9323, 2.0940)
O (-0.4108, -3.0837, 3.4216)
O (-2.5884, -2.0786, 2.3436)
C (-2.4022, -0.9737, 3.2565)
C (-1.5934, 0.2726, 2.6001)
S (-2.1377, 0.7027, 0.8861)
C (-0.0376, -0.0467, 2.7701)
O (0.7903, 1.1520, 2.8961)
O (-0.0460, 1.5517, -3.2216)
C (-0.1525, 2.5976, -2.2129)
O (0.8990, 3.1616, -1.7138)
C (-1.5658, 3.1386, -1.6603)
S (-1.6411, 5.0032, -1.9000)
H (0.5685, -1.7076, -3.7324)
H (-0.1676, -0.4017, -4.7818)
H (-1.2531, -1.4311, -3.6479)
H (-0.8847, 0.1107, -1.8815)
H (1.5567, 0.7033, -0.9797)
H (2.2400, 0.1395, -2.6275)
H (2.0873, -3.4079, 0.4062)
H (3.8811, -2.9625, 0.6794)
H (0.8902, -0.2558, 0.7960)
H (-1.9784, -1.2541, 4.2720)
H (-3.4547, -0.5561, 3.4637)
H (-1.8166, 1.1890, 3.2587)
H (-2.8084, -0.4009, 0.3386)
H (0.0733, -0.5822, 3.7842)
H (0.9201, 1.2934, 3.8624)
H (-1.5411, 2.9821, -0.5351)
H (-2.4580, 2.6182, -2.1324)
H (-0.9673, 5.4826, -0.7834)
Yb (2.5406, 1.7788, -3.4079)

Atomic forces in eV per Å
0.992 0.349 0.034
-0.585 -2.651 0.691
-0.776 -0.085 -0.439
0.971 1.793 0.540
3.816 -0.035 0.432
-4.008 -0.983 0.513
-1.713 -0.551 -1.242
-0.355 0.162 -0.679
0.884 1.716 -1.268
0.148 0.633 1.895
-0.079 -1.804 2.360
-1.755 1.369 -3.557
2.604 0.411 0.679
-1.744 2.217 0.225
0.440 -1.436 1.304
-0.331 -0.344 -0.223
0.725 -0.396 1.493
-0.818 -0.991 0.195
1.225 1.297 1.677
1.279 2.684 2.825
-2.945 -3.660 -3.669
1.031 -0.386 0.076
0.154 -0.525 0.235
-1.250 1.178 0.152
-0.406 -0.624 1.186
1.234 0.871 -0.210
1.359 0.371 -0.637
-0.181 -0.795 -1.068
-1.152 -2.355 1.752
1.178 1.254 0.074
-1.569 1.016 -0.087
-0.776 -1.064 1.241
-0.206 0.064 -1.492
1.463 -0.910 -0.398
0.359 -1.332 -1.116
0.794 0.715 1.163
-0.407 0.493 -1.592
-0.044 -0.054 -1.113
-0.032 -0.177 -1.497
1.214 0.816 0.546
-0.459 -0.902 -0.744
-0.279 2.650 -0.255

As for the net charge: +2. Its HOMO energy is -14.07 eV.

Population analysis type Löwdin, resulting atomic charges in e: atom 1 (C): 0.01, atom 2 (C): -0.26, atom 3 (C): -0.20, atom 4 (O): -0.02, atom 5 (C): -0.38, atom 6 (O): 0.07, atom 7 (C): -0.32, atom 8 (S): 0.95, atom 9 (C): -0.56, atom 10 (O): -0.40, atom 11 (S): 1.06, atom 12 (O): -0.40, atom 13 (O): -0.35, atom 14 (C): -0.24, atom 15 (C): -0.50, atom 16 (S): 0.77, atom 17 (C): -0.38, atom 18 (O): -0.06, atom 19 (O): -0.14, atom 20 (C): -0.35, atom 21 (O): -0.03, atom 22 (C): -0.43, atom 23 (S): 0.74, atom 24 (H): 0.11, atom 25 (H): 0.10, atom 26 (H): 0.11, atom 27 (H): 0.15, atom 28 (H): 0.15, atom 29 (H): 0.02, atom 30 (H): 0.11, atom 31 (H): 0.12, atom 32 (H): 0.10, atom 33 (H): 0.14, atom 34 (H): 0.15, atom 35 (H): 0.14, atom 36 (H): -0.07, atom 37 (H): 0.15, atom 38 (H): 0.12, atom 39 (H): 0.05, atom 40 (H): 0.11, atom 41 (H): -0.09, atom 42 (Yb): 1.76

3.
The following is a DFT calculation (ωB97M-V/def2-TZVPD) of a structure of composition C11H19AgNO7.

Geometry (Å):
Ag (26.2234, -11.9932, 0.5147)
C (25.1367, -13.3952, -1.5260)
O (23.9726, -13.7185, -1.6693)
O (25.4017, -12.1979, -1.7056)
O (25.7948, -14.1082, -0.7341)
C (23.8570, -11.3883, 2.2542)
O (23.0800, -11.0778, 3.1209)
O (23.8125, -10.9124, 1.1231)
O (24.5330, -12.3952, 2.3367)
C (29.1859, -12.8356, 1.3164)
C (28.5214, -12.3642, 2.5890)
C (29.5844, -11.9239, 3.6793)
C (30.2245, -10.6893, 3.1924)
C (29.2098, -9.5295, 2.8503)
C (28.0239, -9.9380, 1.9355)
N (27.5223, -11.2310, 2.4909)
O (26.7631, -11.0728, 3.6455)
C (27.0204, -8.7942, 1.8372)
C (28.4780, -10.0820, 0.4844)
C (27.9085, -13.7064, 3.2449)
H (29.8047, -13.7127, 1.5058)
H (29.9479, -12.1432, 0.9586)
H (28.3618, -13.2507, 0.7361)
H (29.1049, -11.7837, 4.6481)
H (30.3779, -12.6550, 3.8340)
H (30.9977, -10.8659, 2.4446)
H (30.7908, -10.4304, 4.0871)
H (29.7311, -8.7073, 2.3601)
H (28.8131, -9.0551, 3.7479)
H (26.1162, -8.9295, 1.2437)
H (26.6381, -8.6603, 2.8491)
H (27.4159, -7.8888, 1.3768)
H (29.5412, -10.3007, 0.3858)
H (28.0685, -10.9057, -0.1003)
H (28.3962, -9.1612, -0.0931)
H (26.9902, -14.1070, 2.8155)
H (27.5545, -13.5389, 4.2621)
H (28.5314, -14.5861, 3.0828)
H (25.8900, -11.4311, 3.4694)

Atomic forces in eV per Å
-1.845 -0.586 -0.324
-2.277 0.222 3.174
-5.109 -2.619 -3.293
3.376 4.766 -1.847
4.680 -2.500 1.737
-1.884 0.074 -2.723
-3.699 2.571 5.669
0.459 4.130 -4.625
6.243 -5.868 2.625
0.291 -0.281 0.540
0.093 -1.445 3.740
-1.095 -1.070 -1.528
0.149 2.135 1.008
0.623 0.032 -0.476
0.948 -0.233 -0.154
-0.667 -1.194 -2.372
2.028 0.887 1.071
-1.360 -0.258 1.393
1.753 -0.516 -0.816
-1.417 0.879 -0.820
-0.041 -0.267 0.688
-0.800 0.173 -0.874
0.222 0.651 -1.235
-0.291 0.163 -0.113
-0.092 -0.510 -0.106
-0.333 -0.002 -0.465
0.481 1.009 -0.017
0.349 0.096 -0.185
-0.138 -0.438 0.363
-0.004 -1.096 -0.154
-0.071 0.677 0.082
0.728 0.048 0.534
0.421 0.010 0.347
-0.747 0.106 0.100
-0.528 0.083 0.177
-0.396 0.791 -0.795
0.680 0.000 0.266
0.814 0.392 0.546
-1.544 -1.012 -1.140

As for the net charge: -3. Its HOMO energy is 4.38 eV. Its energy relative to the best compared isomer or geometry (same formula, charge and spin) is 224.3 kJ/mol.

Population analysis type Löwdin, resulting atomic charges in e: atom 1 (Ag): 0.80, atom 2 (C): -1.20, atom 3 (O): -0.15, atom 4 (O): -0.21, atom 5 (O): -0.22, atom 6 (C): -1.26, atom 7 (O): -0.14, atom 8 (O): -0.14, atom 9 (O): -0.15, atom 10 (C): -0.07, atom 11 (C): -0.43, atom 12 (C): -0.19, atom 13 (C): -0.21, atom 14 (C): -0.12, atom 15 (C): -0.49, atom 16 (N): -0.13, atom 17 (O): -0.02, atom 18 (C): -0.05, atom 19 (C): -0.08, atom 20 (C): -0.04, atom 21 (H): 0.07, atom 22 (H): 0.06, atom 23 (H): 0.08, atom 24 (H): 0.11, atom 25 (H): 0.11, atom 26 (H): 0.09, atom 27 (H): 0.09, atom 28 (H): 0.10, atom 29 (H): 0.10, atom 30 (H): 0.09, atom 31 (H): 0.08, atom 32 (H): 0.07, atom 33 (H): 0.05, atom 34 (H): 0.05, atom 35 (H): 0.08, atom 36 (H): 0.08, atom 37 (H): 0.07, atom 38 (H): 0.06, atom 39 (H): 0.06

4.
The following is a DFT calculation (ωB97M-V/def2-TZVPD) of a structure of composition C11H19BBrLuN2O9PS.

Geometry (Å):
C (4.8723, 0.1175, -1.0980)
O (3.6565, 0.2503, -1.8736)
B (2.8409, 1.2490, -1.5335)
O (2.7691, 2.4735, -2.1450)
C (1.7638, 1.0210, -0.3118)
P (2.2822, 2.4105, 1.0290)
N (1.1958, 3.5066, 1.4903)
O (2.6952, 1.6101, 2.2905)
C (0.3787, 1.2442, -0.8907)
C (-0.7613, 0.7385, -0.0028)
C (-0.7416, -0.7553, 0.3520)
C (-0.9640, -0.8878, 1.8704)
C (0.0207, -0.1129, 2.7334)
O (-0.1162, 1.0538, 2.9501)
Br (1.4451, -1.0481, 3.5774)
N (-1.6296, -1.6710, -0.3927)
C (-2.7099, -2.3529, 0.4095)
C (-3.9152, -1.6190, 0.9067)
O (-2.5245, -3.4957, 0.6332)
C (-1.9966, -1.4304, -1.7121)
C (-3.4069, -0.8650, -2.0597)
O (-1.3421, -1.7290, -2.6998)
S (0.9387, -1.4300, -0.0653)
O (0.9984, -1.6022, -1.4742)
O (1.1710, -2.5420, 0.7736)
O (1.9662, -0.2274, 0.2928)
H (5.1646, -0.9230, -1.0974)
H (5.6561, 0.7285, -1.5302)
H (4.7279, 0.4149, -0.0565)
H (3.5429, 3.0276, -1.9734)
H (0.8854, 4.1710, 0.7863)
H (0.4565, 3.2108, 2.1345)
H (2.8404, 2.1712, 3.0813)
H (0.2103, 2.3105, -1.0074)
H (0.3475, 0.7990, -1.8857)
H (-1.6821, 1.0617, -0.4828)
H (-0.7039, 1.3186, 0.9093)
H (-1.9290, -0.4528, 2.1160)
H (-0.9349, -1.9215, 2.2013)
H (-3.9107, -0.5592, 0.6797)
H (-4.8333, -2.0838, 0.5631)
H (-3.9079, -1.6965, 1.9914)
H (-3.4890, -0.6197, -3.1278)
H (-3.7148, -0.0714, -1.3963)
H (-4.1609, -1.6966, -1.8542)
Lu (-3.4518, -3.0953, -3.1008)

Atomic forces in eV per Å
0.133 -0.372 0.209
0.014 0.366 0.388
0.654 0.072 -0.487
-0.388 0.191 1.246
0.668 -1.494 -2.103
-0.476 0.232 0.414
-0.453 -0.494 -0.747
0.417 0.368 0.064
-0.524 0.366 0.995
0.023 0.399 -0.736
1.277 0.107 0.291
0.118 -0.607 0.193
0.341 -0.082 0.472
0.029 0.568 -0.291
-0.306 -0.129 -0.055
-0.857 1.063 0.108
-0.127 0.081 0.241
0.243 0.631 0.178
0.130 -0.766 -0.177
-0.334 1.344 -0.091
0.420 -1.235 0.869
-0.292 -0.908 -0.272
-0.917 -1.787 -0.611
0.099 0.625 -0.147
0.429 0.430 0.470
-0.308 0.963 0.829
0.047 -0.148 -0.132
0.063 0.060 -0.192
-0.129 0.030 0.083
0.144 0.075 -0.801
0.040 0.287 0.157
0.237 0.329 0.507
-0.027 -0.406 0.260
0.143 0.165 -0.350
0.228 -0.099 -0.178
-0.294 -0.254 0.011
-0.209 -0.066 0.268
-0.149 0.087 0.012
-0.027 -0.216 -0.161
-0.074 0.158 -0.139
-0.118 -0.142 -0.077
-0.115 -0.205 0.156
0.190 0.342 0.068
-0.275 0.245 -0.119
-0.618 1.035 0.771
0.928 -1.205 -1.394

As for the net charge: +3. Its HOMO energy is -15.87 eV.

Population analysis type Löwdin, resulting atomic charges in e: atom 1 (C): 0.02, atom 2 (O): 0.10, atom 3 (B): -0.67, atom 4 (O): 0.21, atom 5 (C): -0.34, atom 6 (P): 1.13, atom 7 (N): 0.00, atom 8 (O): -0.15, atom 9 (C): -0.12, atom 10 (C): -0.08, atom 11 (C): -0.35, atom 12 (C): -0.11, atom 13 (C): -0.80, atom 14 (O): 0.01, atom 15 (Br): 0.97, atom 16 (N): 0.06, atom 17 (C): -0.46, atom 18 (C): 0.02, atom 19 (O): 0.21, atom 20 (C): -0.57, atom 21 (C): -0.11, atom 22 (O): -0.02, atom 23 (S): 0.70, atom 24 (O): -0.18, atom 25 (O): -0.19, atom 26 (O): -0.17, atom 27 (H): 0.11, atom 28 (H): 0.11, atom 29 (H): 0.09, atom 30 (H): 0.14, atom 31 (H): 0.11, atom 32 (H): 0.10, atom 33 (H): 0.15, atom 34 (H): 0.14, atom 35 (H): 0.15, atom 36 (H): 0.14, atom 37 (H): 0.10, atom 38 (H): 0.14, atom 39 (H): 0.13, atom 40 (H): 0.09, atom 41 (H): 0.11, atom 42 (H): 0.12, atom 43 (H): 0.09, atom 44 (H): 0.11, atom 45 (H): -0.05, atom 46 (Lu): 1.80